No. 1
{
  "formula": "C9H15N2Sn",
  "method": "wB97M-V/def2-TZVPD",
  "species": ["C", "Sn", "N", "N", "H", "H", "H", "H", "H", "H", "H", "H", "H", "H", "C", "C", "C", "C", "C", "C", "C", "C", "H", "H", "H", "H", "H"],
  "positions_angstrom": [[-2.220857, -2.242568, -0.662351], [-2.279915, -0.248962, 0.246958], [-2.472259, 2.299397, 0.289589], [-4.101867, 0.093066, -1.031524], [-1.900099, 2.489537, -0.539921], [-2.476670, -0.664360, 1.893815], [-1.430860, -2.836112, -0.172724], [-1.955462, -2.116737, -1.723444], [-3.204889, -2.733195, -0.560378], [-3.950862, 0.776744, -1.777990], [-4.877345, 0.435664, -0.462217], [-4.405472, -0.773253, -1.483978], [-3.375706, 2.765346, 0.196602], [-1.981213, 2.654617, 1.110934], [-0.450519, 0.400031, -0.580277], [0.757052, 0.272903, -0.328329], [2.108408, 0.102350, 0.039684], [3.145772, 0.661960, -0.740523], [4.471086, 0.541432, -0.324838], [4.785551, -0.132357, 0.859541], [3.767640, -0.724815, 1.616276], [2.435850, -0.620729, 1.217101], [2.888551, 1.197767, -1.657435], [5.258068, 0.981675, -0.935448], [5.824218, -0.224071, 1.187715], [4.012650, -1.276802, 2.522234], [1.629150, -1.078528, 1.800930]],
  "forces_ev_per_angstrom": [[0.34, -0.04, 0.14], [-1.35, -0.33, -0.70], [0.33, -0.24, 0.06], [-0.01, -0.08, -0.20], [-0.20, 0.19, 0.08], [0.71, 0.18, 0.33], [-0.30, -0.01, -0.18], [-0.20, -0.12, 0.30], [0.51, 0.15, -0.06], [0.05, 0.52, -0.45], [-0.37, 0.21, 0.30], [-0.28, -0.35, -0.18], [-0.04, -0.06, 0.04], [-0.02, 0.25, 0.04], [2.62, -0.71, 0.99], [-2.56, 0.26, -0.47], [1.26, -0.04, 0.20], [-0.08, -0.20, 0.43], [-0.17, -0.08, 0.10], [-0.11, -0.13, -0.06], [-0.14, 0.13, -0.25], [0.04, 0.33, -0.39], [0.09, -0.18, 0.33], [-0.11, -0.09, 0.17], [-0.34, 0.07, -0.14], [-0.03, 0.13, -0.17], [0.36, 0.23, -0.25]],
  "nbo_charge": [-1.116, 0.896, -1.221, -1.488, 0.372, -0.213, 0.202, 0.215, 0.214, 0.322, 0.321, 0.359, 0.349, 0.363, -0.411, -0.122, -0.028, -0.213, -0.214, -0.233, -0.214, -0.210, 0.221, 0.208, 0.206, 0.209, 0.223],
  "e_above_lowest_kj_mol": 117.3,
  "energy_ev": -18382.626,
  "multiplicity": 1,
  "e_homo_ev": [0.0, 0.0],
  "charge": -1
}

No. 2
{
  "formula": "C64H46B3O15",
  "method": "wB97M-V/def2-TZVPD",
  "species": ["C", "C", "C", "C", "B", "O", "B", "C", "C", "C", "O", "O", "O", "B", "C", "O", "O", "O", "H", "H", "H", "H", "H", "H", "H", "H", "H", "H", "H", "H", "H", "H", "C", "C", "C", "C", "C", "C", "C", "O", "C", "C", "C", "C", "C", "C", "C", "O", "H", "H", "H", "H", "H", "H", "H", "H", "C", "C", "C", "C", "C", "C", "C", "O", "C", "C", "C", "C", "C", "C", "C", "O", "H", "H", "H", "H", "H", "H", "H", "H", "C", "C", "C", "C", "C", "C", "C", "O", "C", "C", "C", "C", "C", "C", "C", "O", "H", "H", "H", "H", "H", "H", "H", "H", "C", "C", "C", "C", "C", "C", "C", "O", "C", "C", "C", "C", "C", "C", "C", "O", "H", "H", "H", "H", "H", "H", "H", "H"],
  "positions_angstrom": [[4.701303, -1.683112, -1.843303], [4.405599, -0.704332, -3.001926], [3.775073, 0.595729, -2.454420], [2.294980, 0.770734, -2.825680], [1.308944, -0.183827, -2.056978], [0.146345, 0.358054, -1.525773], [-0.894693, -0.554620, -1.490907], [-2.052046, -0.313809, -0.434544], [-3.366813, 0.240792, -1.009121], [-3.845791, -0.445028, -2.244452], [-4.016235, -1.639502, -2.354080], [-4.131826, 0.409020, -3.268930], [-0.850099, -1.629186, -2.330827], [0.412966, -2.223542, -2.412575], [0.559563, -3.648787, -3.088801], [0.124334, -3.698425, -4.269185], [1.101244, -4.589391, -2.449533], [1.522313, -1.530056, -1.913490], [4.705039, -2.712592, -2.169521], [5.663179, -1.424270, -1.412694], [3.950061, -1.526796, -1.086045], [3.731689, -1.189391, -3.693400], [5.335979, -0.431775, -3.478227], [4.309089, 1.419588, -2.924059], [3.963701, 0.687922, -1.390998], [1.999623, 1.792242, -2.608067], [2.199437, 0.579829, -3.891781], [-1.686544, 0.412284, 0.282535], [-2.263105, -1.262026, 0.046348], [-4.150547, 0.087293, -0.274444], [-3.332853, 1.308989, -1.180154], [-4.783541, -0.034301, -3.818501], [0.743039, 8.219351, 3.330644], [0.702295, 7.000268, 3.999560], [0.426062, 5.835307, 3.305247], [0.178476, 5.884222, 1.940057], [0.198055, 7.110157, 1.272639], [0.491177, 8.274609, 1.971147], [-0.108305, 7.191942, -0.183385], [-0.079718, 8.260768, -0.762888], [-0.449112, 5.937172, -0.903394], [-0.789932, 5.996135, -2.248593], [-1.093323, 4.834385, -2.937888], [-1.049838, 3.605600, -2.288646], [-0.716338, 3.540351, -0.946482], [-0.424333, 4.702486, -0.246106], [-0.098772, 4.616391, 1.203889], [-0.062942, 3.549288, 1.777337], [0.967548, 9.127670, 3.874007], [0.888853, 6.960605, 5.064530], [0.399223, 4.884930, 3.819567], [0.516798, 9.220211, 1.448020], [-0.818251, 6.949963, -2.756817], [-1.360449, 4.883586, -3.985050], [-1.277052, 2.696267, -2.829536], [-0.683448, 2.582880, -0.445805], [0.821435, -7.949602, 6.467512], [-0.011268, -6.862946, 6.217121], [-0.098774, -6.340590, 4.938789], [0.644485, -6.896580, 3.908309], [1.494215, -7.971927, 4.161210], [1.573181, -8.501202, 5.443371], [2.334409, -8.553189, 3.071534], [3.069655, -9.494863, 3.300747], [2.244891, -7.947992, 1.718946], [3.051404, -8.436114, 0.700081], [2.964738, -7.890533, -0.572528], [2.067026, -6.861035, -0.838959], [1.265324, -6.365386, 0.174174], [1.354363, -6.896271, 1.454055], [0.507675, -6.330786, 2.533724], [-0.283078, -5.433666, 2.321135], [0.885267, -8.363446, 7.465516], [-0.591739, -6.426690, 7.019437], [-0.746457, -5.498980, 4.734479], [2.224247, -9.342792, 5.634296], [3.745386, -9.239588, 0.905190], [3.597868, -8.270386, -1.363841], [1.985443, -6.429932, -1.829809], [0.576296, -5.561068, -0.041141], [3.241079, 6.151412, -2.937417], [2.464174, 7.301483, -3.038548], [2.342363, 7.952631, -4.253506], [3.006561, 7.464654, -5.371530], [3.805160, 6.322437, -5.263947], [3.910838, 5.663379, -4.046007], [4.562163, 5.806246, -6.437589], [5.253213, 4.814072, -6.349432], [4.455471, 6.547941, -7.726693], [5.193518, 6.115617, -8.820589], [5.096005, 6.784703, -10.027831], [4.253851, 7.885220, -10.150628], [3.519849, 8.323186, -9.062444], [3.623560, 7.662563, -7.845239], [2.850145, 8.167011, -6.674919], [2.116558, 9.127749, -6.783830], [3.325602, 5.637335, -1.988768], [1.948785, 7.686802, -2.168539], [1.733318, 8.841897, -4.336811], [4.518321, 4.772367, -3.969707], [5.843545, 5.257636, -8.722090], [5.674975, 6.448685, -10.877765], [4.173974, 8.402756, -11.097428], [2.867178, 9.180099, -9.152000], [-6.663629, -5.115932, 9.695736], [-7.490530, -4.031509, 9.420819], [-7.543974, -3.505633, 8.141981], [-6.763141, -4.054432, 7.133089], [-5.917993, -5.128863, 7.414010], [-5.879154, -5.662679, 8.695504], [-5.037329, -5.706226, 6.357252], [-4.307676, -6.643373, 6.606027], [-5.074297, -5.096595, 5.000742], [-4.225729, -5.581434, 4.014562], [-4.252568, -5.031354, 2.744211], [-5.137142, -3.999496, 2.449894], [-5.984953, -3.509224, 3.428916], [-5.952151, -4.047552, 4.708694], [-6.845860, -3.485873, 5.756491], [-7.620925, -2.585829, 5.506234], [-6.629274, -5.530934, 10.694435], [-8.094823, -3.598318, 10.206906], [-8.188648, -2.666317, 7.922192], [-5.231451, -6.502290, 8.905206], [-3.537721, -6.385160, 4.237859], [-3.583097, -5.405699, 1.981357], [-5.159787, -3.575580, 1.454800], [-6.670388, -2.704262, 3.204483]],
  "forces_ev_per_angstrom": [[0.11, 0.71, -0.58], [-0.15, -0.08, 1.38], [0.26, 0.04, -1.16], [0.26, -0.34, 1.04], [0.65, 0.82, 0.04], [-0.11, -0.34, -0.16], [-0.51, 0.42, 0.40], [0.00, 0.13, -0.84], [0.18, 0.09, 0.15], [-0.27, -1.38, -0.52], [-0.09, 1.06, 0.23], [-0.14, 0.41, 0.67], [0.34, 0.15, 0.55], [-0.06, -1.17, -0.19], [0.00, -0.54, -0.65], [0.13, 0.32, 0.34], [-0.02, 0.19, 0.28], [-0.51, 0.24, -0.68], [0.00, -0.30, 0.04], [0.24, -0.11, 0.20], [-0.28, -0.37, 0.30], [-0.09, 0.01, -0.40], [0.21, -0.18, -0.49], [0.11, 0.29, 0.05], [-0.13, -0.03, 0.33], [-0.18, 0.29, -0.19], [-0.14, 0.09, -0.26], [0.02, -0.05, 0.39], [0.02, -0.17, 0.22], [-0.28, -0.02, 0.15], [0.22, 0.24, -0.13], [0.16, -0.36, -0.47], [0.00, -0.05, 0.03], [0.00, 0.05, -0.05], [0.04, 0.04, 0.16], [-0.02, 0.09, -0.11], [-0.02, -0.12, 0.01], [0.03, 0.10, 0.11], [-0.03, 0.15, -0.13], [0.04, 0.00, 0.01], [0.01, -0.05, 0.12], [-0.03, -0.01, -0.17], [0.01, -0.06, 0.05], [-0.01, 0.04, -0.07], [-0.07, -0.16, -0.02], [0.02, 0.16, -0.02], [-0.01, -0.22, 0.05], [-0.02, 0.01, 0.03], [0.00, 0.01, 0.01], [0.01, 0.00, 0.01], [-0.01, -0.07, -0.10], [-0.04, -0.04, -0.10], [0.05, 0.07, 0.10], [0.00, 0.00, -0.01], [0.03, -0.02, 0.01], [0.08, 0.02, 0.06], [-0.02, 0.04, -0.04], [0.07, -0.07, 0.01], [-0.14, 0.04, 0.23], [0.09, -0.05, -0.06], [-0.02, 0.05, -0.06], [-0.04, -0.01, 0.17], [0.15, -0.17, -0.08], [-0.02, 0.02, 0.05], [-0.10, 0.10, 0.13], [0.07, -0.02, -0.16], [-0.13, 0.06, 0.15], [0.23, -0.20, -0.26], [-0.09, 0.07, 0.04], [0.08, -0.11, 0.06], [-0.12, 0.15, -0.17], [-0.04, -0.02, 0.05], [0.00, 0.00, 0.01], [-0.03, -0.01, 0.00], [0.01, 0.00, -0.11], [0.05, 0.00, -0.11], [-0.04, -0.02, 0.11], [0.00, -0.01, -0.01], [-0.08, 0.13, 0.06], [0.03, 0.04, -0.02], [-0.04, 0.06, -0.01], [0.04, -0.08, 0.06], [-0.06, 0.02, 0.12], [0.10, -0.10, -0.06], [-0.06, 0.12, -0.09], [0.00, -0.05, 0.14], [0.10, -0.19, 0.06], [0.02, 0.01, -0.01], [-0.08, 0.11, 0.04], [0.07, -0.03, -0.15], [-0.04, 0.05, 0.00], [0.04, -0.05, 0.01], [0.03, 0.05, -0.15], [0.05, -0.10, 0.08], [-0.14, 0.16, 0.02], [0.01, 0.01, -0.01], [-0.01, -0.01, 0.01], [-0.03, 0.02, -0.02], [0.00, 0.01, -0.10], [0.03, 0.00, -0.10], [-0.04, -0.04, 0.11], [0.00, -0.01, -0.01], [0.00, 0.00, -0.01], [-0.03, 0.01, 0.11], [-0.03, 0.05, -0.01], [0.03, -0.05, 0.00], [-0.07, 0.03, 0.14], [0.10, -0.09, -0.02], [-0.06, 0.09, -0.07], [-0.02, -0.02, 0.16], [0.14, -0.16, -0.03], [0.00, 0.01, 0.04], [-0.09, 0.09, 0.05], [0.11, -0.04, -0.15], [-0.02, 0.03, -0.05], [0.02, -0.03, 0.01], [0.05, 0.02, -0.13], [0.03, -0.08, 0.11], [-0.10, 0.16, -0.11], [-0.01, 0.00, 0.03], [0.00, 0.00, 0.01], [-0.01, 0.00, 0.01], [0.02, 0.00, -0.12], [0.06, 0.00, -0.11], [-0.04, -0.02, 0.12], [0.04, 0.02, 0.01], [0.02, 0.00, -0.02], [-0.04, 0.02, 0.10]],
  "mulliken_charge": [-1.104, -0.521, -0.649, -0.638, -0.025, 0.168, 0.267, -0.613, -0.597, 0.660, -0.565, -0.447, -0.155, -0.446, 0.478, -0.699, -0.629, 0.083, 0.325, 0.393, 0.169, 0.281, 0.488, 0.173, 0.441, 0.077, 0.435, 0.284, 0.412, 0.446, 0.193, 0.348, -0.553, -0.480, -0.493, 0.140, 0.120, -0.483, 0.492, -0.718, 0.663, -0.529, -1.015, -0.310, -0.579, 0.084, 0.361, -0.675, 0.398, 0.405, 0.487, 0.484, 0.489, 0.446, 0.605, 0.637, -0.496, -0.535, -0.468, 0.223, 0.271, -0.612, 0.612, -0.707, 0.257, -0.555, -0.641, -0.586, -0.691, 0.393, 0.440, -0.712, 0.392, 0.406, 0.533, 0.468, 0.454, 0.404, 0.603, 0.572, -0.524, -0.271, -0.974, 0.377, 0.203, -0.780, 0.594, -0.661, 0.169, -0.551, -0.473, -0.451, -0.539, 0.154, 0.591, -0.668, 0.470, 0.527, 0.501, 0.547, 0.477, 0.391, 0.394, 0.467, -0.476, -0.447, -0.580, 0.191, 0.190, -0.525, 0.523, -0.674, 0.232, -0.540, -0.630, -0.561, -0.661, 0.311, 0.550, -0.670, 0.395, 0.391, 0.465, 0.487, 0.554, 0.458, 0.543, 0.471],
  "energy_ev": -99868.814,
  "multiplicity": 1,
  "e_homo_ev": -4.6,
  "charge": -1
}